(P)
{
  "formula": "C4H7N",
  "method": "ωB97M-V/def2-TZVPD",
  "symbols": ["C", "C", "C", "C", "N", "H", "H", "H", "H", "H", "H", "H"],
  "coordinates": [[1.49260, -0.13433, -0.08699], [-0.08070, -0.22794, -0.00017], [-0.57880, 1.09401, 0.32194], [-0.67915, -1.41439, 0.12866], [-1.78401, 1.03008, -0.10901], [-2.17517, 1.91737, -0.42335], [0.06749, 1.97693, 0.33615], [1.90283, 0.86836, 0.00782], [1.79864, -0.55505, -1.04303], [1.91041, -0.73862, 0.71559], [-0.12661, -2.33941, 0.13477], [-1.74752, -1.47702, 0.01761]],
  "lumo_ev": 0.5476,
  "multiplicity": 1,
  "smiles": "[H]/N=C/C(=C)C"
}

(Q)
{
  "formula": "C4H7N",
  "method": "ωB97M-V/def2-TZVPD",
  "symbols": ["C", "C", "C", "C", "N", "H", "H", "H", "H", "H", "H", "H"],
  "coordinates": [[-2.27134, 0.08312, -0.01948], [-1.37376, -0.00534, 0.94064], [-0.52463, -0.75899, -0.08749], [0.85594, -1.31989, -0.02582], [-1.36709, -0.63697, -1.01357], [-3.11810, 0.78720, -0.40989], [-1.02741, 0.22664, 1.92030], [0.47793, 2.11002, -1.09776], [0.77710, 1.46766, -1.46911], [1.28438, -0.74482, 0.77357], [1.36171, -1.18860, -1.07520], [0.84091, -2.37603, 0.17478]],
  "lumo_ev": 0.2100,
  "multiplicity": 1
}

Which one sits at the bottom of the stability order? (Q) does.

(P)
{
  "formula": "C2H10O3",
  "method": "ωB97M-V/def2-TZVPD",
  "symbols": ["C", "C", "H", "H", "H", "H", "H", "H", "O", "H", "H", "O", "H", "H", "O"],
  "coordinates": [[-0.24256, -1.96537, -1.06123], [-0.49848, -2.41846, 0.16092], [-0.10736, -2.63510, -1.90750], [-0.32005, -0.91725, -1.32896], [-0.41933, -3.46493, 0.41117], [-0.73523, -1.70625, 0.95165], [-0.26121, 2.37264, -0.37279], [0.10359, 1.84412, 0.97823], [0.50496, 2.18872, 0.17283], [2.11167, 1.14807, 0.17990], [1.50475, -0.09236, 0.71525], [2.35645, 0.24334, 0.42874], [-1.40527, 1.28407, -0.50699], [-2.69009, 0.39496, 0.11981], [-2.02478, 1.09756, 0.19264]],
  "lumo_ev": 0.3617,
  "multiplicity": 1,
  "smiles": "C=C.O.O.O"
}

(Q)
{
  "formula": "C2H10O3",
  "method": "ωB97M-V/def2-TZVPD",
  "symbols": ["C", "O", "C", "H", "H", "H", "H", "H", "H", "H", "H", "O", "H", "H", "O"],
  "coordinates": [[-0.71674, 0.11933, 0.21299], [-1.84904, -0.62338, 0.75898], [-0.20148, -0.47509, -1.07212], [-1.00731, 1.24477, -0.02461], [0.03935, -0.00017, 1.12866], [-2.17382, -1.20267, 0.01319], [-0.95966, -0.61576, -1.76566], [0.55527, 0.21963, -1.47301], [0.22938, -1.55187, -0.90467], [-1.18360, -2.41273, 0.98981], [-1.12231, -3.48768, 0.03127], [-0.57440, -2.99858, 0.54475], [3.46513, 3.71884, -0.01294], [2.72025, 4.47786, 1.03390], [2.77895, 3.58750, 0.53947]],
  "lumo_ev": 0.8436,
  "multiplicity": 1,
  "smiles": "CCO.O.O"
}

Which one sits at the bottom of the stability order? (Q) does.

(P)
{
  "formula": "CH2OS2",
  "method": "ωB97M-V/def2-TZVPD",
  "symbols": ["C", "O", "S", "S", "H", "H"],
  "coordinates": [[0.99931, 0.28192, -0.18297], [-0.76913, -1.56745, 0.13325], [-2.90146, 0.91585, 0.17907], [-0.49270, -0.18966, 0.49870], [1.68704, 1.13082, 0.02837], [1.47694, -0.57148, -0.65642]],
  "lumo_ev": [-2.7658, -2.6112],
  "multiplicity": 1
}

(Q)
{
  "formula": "CH2OS2",
  "method": "ωB97M-V/def2-TZVPD",
  "symbols": ["C", "H", "H", "O", "S", "S"],
  "coordinates": [[0.04035, 0.01340, -0.08230], [0.38096, 0.26569, 2.08719], [-0.46241, -0.30448, -1.94030], [-0.83929, 0.09173, -1.15962], [-0.63978, 0.67778, 1.34926], [1.52016, -0.74412, -0.25422]],
  "lumo_ev": -0.0065,
  "multiplicity": 1,
  "smiles": "OC(=S)S"
}

Which one sits at the bottom of the stability order? (P) does.

(P)
{
  "formula": "C3H4INO",
  "method": "ωB97M-V/def2-TZVPD",
  "symbols": ["C", "C", "C", "N", "O", "I", "H", "H", "H", "H"],
  "coordinates": [[2.10034, -0.33372, -0.50898], [-1.04533, -0.47851, 1.18438], [-1.28377, 0.52243, 0.33677], [1.21793, 0.13337, -1.12404], [2.93236, -0.72701, 0.21972], [0.81719, 0.71215, -2.95240], [-0.05000, -0.51563, 1.66566], [-1.80239, -1.28352, 1.31384], [-0.62687, 1.25791, 0.11511], [-2.25944, 0.71254, -0.25007]],
  "lumo_ev": -0.8125,
  "multiplicity": 1,
  "smiles": "O=C=NI.C=C"
}

(Q)
{
  "formula": "C3H4INO",
  "method": "ωB97M-V/def2-TZVPD",
  "symbols": ["C", "C", "C", "N", "O", "I", "H", "H", "H", "H"],
  "coordinates": [[-0.24006, 0.79737, 0.09002], [-1.28712, 4.44270, -0.65732], [1.03938, 0.16662, -0.00317], [-1.26673, 1.29899, 0.15615], [-1.57598, 4.73775, 0.39127], [-4.67051, 0.71625, -0.02083], [1.52249, 0.47926, -0.92689], [1.65226, 0.45892, 0.84647], [0.91103, -0.91368, -0.00303], [-3.13769, 1.09812, 0.05172]],
  "lumo_ev": 0.4961,
  "multiplicity": 1
}

Which one sits at the bottom of the stability order? (P) does.

(P)
{
  "formula": "C2H4F3N2",
  "method": "ωB97M-V/def2-TZVPD",
  "symbols": ["C", "C", "N", "N", "F", "F", "F", "H", "H", "H", "H"],
  "coordinates": [[0.36219, 0.04837, 0.01634], [-1.51374, -0.07944, 0.07420], [0.95806, -0.91972, 0.65673], [0.88607, 1.06268, -0.58606], [-1.83834, 0.82465, 1.00025], [-1.76642, -1.30006, 0.27368], [-1.80898, 0.29039, -1.19531], [0.49206, -1.64714, 1.09284], [1.88437, -1.11149, 0.45803], [0.49624, 1.79228, -1.07799], [1.84848, 1.03949, -0.71270]],
  "lumo_ev": -3.8447,
  "multiplicity": 1,
  "smiles": "NC(=[NH2+])C(F)(F)F",
  "total_charge": 1
}

(Q)
{
  "formula": "C2H4F3N2",
  "method": "ωB97M-V/def2-TZVPD",
  "symbols": ["C", "C", "N", "N", "F", "F", "F", "H", "H", "H", "H"],
  "coordinates": [[0.39207, 0.04614, -0.00332], [-1.44214, -0.06830, 0.03448], [0.94405, -0.23867, -1.13477], [0.88957, 0.31871, 1.13614], [-1.93504, 1.18279, -0.30233], [-1.80854, -0.44585, 1.20778], [-1.79817, -0.90208, -0.93468], [0.27146, -0.40951, -1.99544], [1.98899, -0.22853, -1.30033], [0.53959, 0.57338, 2.07050], [1.95817, 0.17192, 1.22198]],
  "lumo_ev": -3.8819,
  "multiplicity": 1,
  "smiles": "NC(=[NH2+])C(F)(F)F",
  "total_charge": 1
}

Which one sits at the bottom of the stability order? (P) does.

(P)
{
  "formula": "CH5N3OS",
  "method": "ωB97M-V/def2-TZVPD",
  "symbols": ["C", "H", "H", "H", "H", "H", "N", "N", "N", "O", "S"],
  "coordinates": [[-0.25206, 0.38243, -0.51334], [1.39654, 1.16808, 1.55776], [-0.79906, 1.99313, 0.65082], [0.00966, 0.76592, -2.36827], [0.01670, -1.54975, -1.36270], [0.37634, -2.55490, 0.81180], [-0.77292, 0.89327, 0.74793], [-0.12774, 1.30560, -1.46054], [0.17221, -0.95651, -0.45464], [-0.39949, -1.93888, 0.33742], [0.37983, 0.49161, 2.05375]],
  "lumo_ev": 0.5162,
  "multiplicity": 1,
  "smiles": "[H]/N=C(\\NO)NS"
}

(Q)
{
  "formula": "CH5N3OS",
  "method": "ωB97M-V/def2-TZVPD",
  "symbols": ["C", "N", "N", "N", "O", "S", "H", "H", "H", "H", "H"],
  "coordinates": [[0.11274, 0.25577, 0.64118], [1.23876, -0.16102, -0.13379], [-0.93256, 0.87849, -0.15204], [1.48389, -1.43653, -0.36704], [-2.82088, -0.59434, 0.68370], [-2.43320, 0.14839, -0.51408], [-0.32044, -0.61366, 1.13974], [0.44463, 0.98869, 1.39376], [1.66762, 0.57189, -0.70080], [-0.61148, 1.50040, -0.87821], [2.17091, -1.53808, -1.11241]],
  "lumo_ev": [-0.4171, 0.5750],
  "multiplicity": 1
}

(R)
{
  "formula": "CH5N3OS",
  "method": "ωB97M-V/def2-TZVPD",
  "symbols": ["C", "H", "H", "H", "H", "H", "N", "N", "N", "O", "S"],
  "coordinates": [[0.20024, 0.11324, -0.02642], [-2.44138, 0.57332, 0.64509], [-1.93722, 0.84516, -0.90358], [-1.02242, -1.49083, -0.39247], [1.31989, -1.56200, 0.42066], [2.61689, 1.19365, 0.65858], [-2.19001, 0.14341, -0.20988], [-0.99644, -0.58174, 0.06985], [1.35341, -0.67654, -0.08095], [0.24337, 1.32614, -0.02323], [2.85367, 0.11618, -0.15765]],
  "lumo_ev": 0.6524,
  "multiplicity": 1,
  "smiles": "NNC(=O)NS"
}

Which one sits at the bottom of the stability order? (P) does.